DFT (ωB97M-V with the def2-TZVPD basis set) results for the molecule C14H22O in a non-equilibrium geometry.

Computed properties:
relative energy (zero: lowest compared OMol25 entry of this formula, charge and spin): 30.3 kcal/mol
M: 206.33 g/mol
SMILES: CC(=O)/C=C/C1=C(C)CC[C@@H](C)C1(C)C
HOMO-LUMO gap: 8.54 eV
max |F|: 5.123 eV/Å

```
37
C14H22O (ωB97M-V with the def2-TZVPD basis set)
C -0.97065 -4.24790 2.72239
C -0.02704 -3.10241 2.35929
O 1.05532 -3.00669 2.88483
C -0.46947 -2.05572 1.43565
C 0.27727 -0.89987 1.22144
C -0.06071 0.12167 0.28713
C -1.33185 0.79129 0.38587
C -2.36079 0.52053 1.44521
C -1.71183 1.88688 -0.58338
C -0.43154 2.55255 -1.09880
C 0.37520 1.46380 -1.82160
C 1.36889 2.01074 -2.83377
C 0.97667 0.46164 -0.79538
C 2.20431 1.15546 -0.09403
C 1.42150 -0.81154 -1.58029
H -1.84076 -3.87130 3.29615
H -1.34626 -4.70690 1.83702
H -0.49306 -5.04390 3.31566
H -1.38298 -2.26206 0.87438
H 1.23816 -0.74245 1.74162
H -2.80381 1.45527 1.82249
H -1.92848 0.04064 2.34457
H -3.10047 -0.11763 1.04325
H -2.32022 1.48517 -1.41055
H -2.35043 2.61266 -0.01860
H 0.12785 3.01259 -0.28341
H -0.75854 3.32436 -1.76221
H -0.35671 0.97544 -2.45772
H 0.86554 2.48574 -3.65277
H 1.97173 1.20098 -3.25475
H 1.99693 2.76537 -2.34457
H 2.95611 1.43497 -0.81484
H 1.90494 2.05183 0.51713
H 2.73324 0.50457 0.58992
H 1.62754 -1.64002 -0.91850
H 0.63011 -1.16985 -2.22667
H 2.31425 -0.63589 -2.17213
```

These are the Löwdin partial charges, in e, on atoms 1 to 6:
1. C -0.02
2. C -0.47
3. O 0.06
4. C -0.01
5. C -0.03
6. C -0.14

DFT (ωB97M-V with the def2-TZVPD basis set) results for C14H23BiClIO2P2 as an isolated structure in a non-equilibrium geometry.

Computed properties:
relative energy (zero: lowest compared OMol25 entry of this formula, charge and spin): 79.6 kcal/mol
M: 656.62 g/mol
charge: +2
HOMO-LUMO gap (alpha / beta): 6.33 / 6.19 eV
max |F|: 6.997 eV/Å

```
44
C14H23BiClIO2P2 (ωB97M-V with the def2-TZVPD basis set)
C 0.06764 -2.38400 -1.00288
C 1.23510 -1.43998 -1.01938
H 0.43580 -3.41701 -1.08066
H -0.55866 -2.21486 -1.89263
H -0.61214 -2.31422 -0.13120
O 2.39858 -1.70846 -1.29814
I 2.35333 0.98459 0.37767
Bi -2.73554 0.83644 1.05694
P 0.04740 0.49349 -2.11796
C 1.60219 1.06720 -2.96322
C -0.64614 -0.44892 -3.55216
H -1.95876 1.89148 -2.07381
H -0.93105 2.22376 -3.51076
H -0.45680 2.86576 -1.89938
C -0.92699 2.02778 -2.42916
H -1.69014 -0.71310 -3.33994
H -0.61202 0.19980 -4.43625
H 1.35596 1.32049 -4.01115
H 2.38454 0.29046 -2.91727
H -0.06656 -1.35732 -3.75309
H 1.96874 1.95670 -2.42416
C 4.64737 -0.52159 -0.27096
O 5.46341 -1.27301 -0.48746
Cl -3.87214 -1.06210 0.00936
C -1.76766 -2.17327 2.86271
P -1.00998 -0.49291 2.87228
C -2.10030 0.33140 4.11420
C 0.42623 -0.89207 4.04446
C 0.16438 -1.22575 5.37800
C 1.20268 -1.46563 6.26006
C 2.51979 -1.47066 5.81535
C 2.78235 -1.28003 4.45987
C 1.74242 -1.01652 3.57672
H -2.67160 -2.24567 2.24292
H -1.98940 -2.48166 3.89574
H -1.00909 -2.84910 2.43909
H -2.56407 -0.37544 4.80915
H -1.50956 1.04630 4.70593
H -2.91878 0.89256 3.62409
H -0.86102 -1.24248 5.74002
H 0.96404 -1.63803 7.31213
H 3.32572 -1.66882 6.51063
H 3.80372 -1.30854 4.09601
H 1.94057 -0.81885 2.52440
```

These are the Löwdin partial charges, in e, on atoms 1 to 6:
1. C -0.03
2. C -0.33
3. H 0.12
4. H 0.07
5. H 0.08
6. O 0.06

DFT (ωB97M-V with the def2-TZVPD basis set) results for an isolated ion of composition C14H23BrNO2 and charge +1.

Computed properties:
relative energy (zero: lowest compared OMol25 entry of this formula, charge and spin): 0.0 kcal/mol
M: 317.25 g/mol
charge: +1
SMILES: COCCC[NH2+]CCCCOc1cccc(Br)c1
HOMO-LUMO gap: 9.56 eV
max |F|: 0.679 eV/Å

```
41
C14H23BrNO2 (ωB97M-V with the def2-TZVPD basis set)
C 0.29146 2.87260 -1.67625
O -0.48819 2.30310 -0.63934
C -0.52493 3.09213 0.54384
C -1.23937 2.31609 1.65030
C -2.66714 1.94066 1.26778
N -2.65781 0.99129 0.13214
C -3.98402 0.71057 -0.46168
C -4.01008 -0.65486 -1.14327
C -3.92691 -1.82741 -0.14992
C -2.55335 -2.49092 -0.07698
O -1.58872 -1.51355 0.30107
C -0.24896 -1.83156 0.20185
C 0.25168 -3.12593 0.19530
C 1.62154 -3.32575 0.12431
C 2.50142 -2.26035 0.05973
C 1.98287 -0.97716 0.05687
Br 3.13548 0.53467 -0.04732
C 0.62101 -0.75016 0.12040
H 0.24647 2.17917 -2.51283
H -0.11041 3.84422 -1.97639
H 1.32912 2.99087 -1.35624
H -1.04601 4.03757 0.33784
H 0.49826 3.32722 0.85935
H -0.67302 1.41528 1.89146
H -1.26311 2.94152 2.54171
H -3.21986 2.83413 0.96666
H -3.18090 1.48176 2.11494
H -1.98954 1.39639 -0.55998
H -2.22903 0.07640 0.41186
H -4.73067 0.72973 0.33572
H -4.22998 1.49779 -1.17639
H -3.19906 -0.72079 -1.87002
H -4.94545 -0.72085 -1.69789
H -4.21423 -1.49358 0.84862
H -4.63103 -2.60518 -0.44263
H -2.28012 -2.91343 -1.05059
H -2.58153 -3.29739 0.66362
H -0.40579 -3.97784 0.25085
H 2.00726 -4.33282 0.12221
H 3.56556 -2.42450 0.00783
H 0.24262 0.25763 0.08723
```

These are the Löwdin partial charges, in e, on atoms 1 to 6:
1. C -0.07
2. O -0.27
3. C -0.20
4. C -0.13
5. C -0.12
6. N 0.03

DFT (ωB97M-V with the def2-TZVPD basis set) results for C14H23ClI2InN2O2P as an isolated structure in a non-equilibrium geometry.

Computed properties:
relative energy (zero: lowest compared OMol25 entry of this formula, charge and spin): 20.4 kcal/mol
M: 686.40 g/mol
charge: +2
HOMO-LUMO gap: 4.62 eV
max |F|: 8.647 eV/Å

```
46
C14H23ClI2InN2O2P (ωB97M-V with the def2-TZVPD basis set)
I 4.36985 1.39549 -4.32872
I 3.30755 -1.19217 -3.98066
In -0.43481 0.19857 -2.62876
P -1.04300 0.37216 -5.07354
C 0.17410 0.39005 -6.39179
C -2.17966 -0.97410 -5.53359
H -2.73994 2.08227 -4.66999
H -2.62921 1.59380 -6.42083
H -1.41379 2.72158 -5.67874
C -2.05145 1.83190 -5.49839
H -2.88404 -1.14916 -4.70070
H -2.75288 -0.70104 -6.44432
H -0.34162 0.40937 -7.36292
H 0.82510 -0.48491 -6.32940
H -1.62552 -1.91349 -5.70901
H 0.81364 1.27333 -6.30392
C 1.29796 1.74773 -2.41726
O 2.41378 1.82823 -2.00020
Cl -1.06865 2.35055 -1.48705
C 2.13455 2.06044 5.00573
C 0.86774 1.28523 5.32692
N 0.70740 0.13382 4.39594
C 0.62094 -1.19285 5.01379
C -0.78793 -1.53529 5.51461
C 0.43896 0.46154 3.06717
O 0.34181 1.65669 2.78649
C 0.20938 -0.58797 1.92960
C -0.51727 -1.77368 2.12795
C -0.89694 -2.59654 1.04444
C -0.66201 -2.16947 -0.26975
N -0.05481 -0.98255 -0.48311
C 0.44294 -0.28368 0.56931
H 2.97590 1.36208 4.94697
H 2.34965 2.80557 5.77747
H 2.08329 2.57887 4.04620
H 0.89596 0.91880 6.36078
H -0.00073 1.96927 5.26781
H 0.95891 -1.93502 4.26544
H 1.34143 -1.16756 5.85454
H -1.56000 -1.29368 4.76528
H -0.83297 -2.61100 5.73130
H -1.01986 -1.00285 6.45077
H -0.77461 -2.08819 3.13088
H -1.38737 -3.55764 1.22502
H -0.96582 -2.79501 -1.13857
H 1.05407 0.56050 0.24683
```

These are the Löwdin partial charges, in e, on atoms 1 to 6:
1. I 0.28
2. I 0.15
3. In 0.63
4. P 0.73
5. C -0.23
6. C -0.24